No. 1
Molecular formula: C28H77N7O7
Method: DFT, wB97M-V/def2-TZVPD

ΔE to the lowest compared entry with this formula, charge and spin = 150.9 kcal/mol
DFT total energy = -2022.63099 a.u.
SMILES string = COC[C@H](C)N.COC[C@H](C)N.COC[C@H](C)N.COC[C@H](C)N.COC[C@H](C)N.COC[C@H](C)N.COC[C@H](C)N
Gap between HOMO and LUMO = 9.455 eV
2S+1 = 1
Charge = 0

Element x y z (Å)
C1 8.1591 -14.1350 -38.4569
O1 8.9118 -15.2238 -39.0961
C2 9.9132 -15.8453 -38.3788
C3 11.3044 -15.1418 -38.5287
C4 11.8037 -15.3410 -39.9493
N1 12.3187 -15.6807 -37.5285
H1 8.0060 -14.3094 -37.3919
H2 7.2367 -14.0079 -39.0234
H3 8.7861 -13.2433 -38.4628
H4 9.6274 -15.9536 -37.3325
H5 9.9406 -16.8730 -38.7410
H6 11.0944 -14.0853 -38.3621
H7 11.1810 -14.6157 -40.4732
H8 11.5708 -16.3787 -40.1883
H9 12.8589 -15.1849 -40.1733
H10 11.9600 -15.6061 -36.5873
H11 13.0471 -14.9968 -37.6764
C5 0.3855 -10.8567 -36.1404
O2 -0.9437 -11.0180 -35.7834
C6 -1.7977 -9.9620 -36.3810
C7 -3.1238 -10.1045 -35.7380
C8 -4.1460 -9.3213 -36.5804
N2 -3.2633 -9.6143 -34.4446
H12 1.0065 -10.2316 -35.4987
H13 0.6773 -10.5417 -37.1422
H14 0.8965 -11.8145 -36.0422
H15 -1.3191 -8.9831 -36.3558
H16 -1.9457 -10.2259 -37.4282
H17 -3.4097 -11.1533 -35.8182
H18 -3.8617 -8.2783 -36.7193
H19 -5.0899 -9.2620 -36.0384
H20 -4.4914 -9.8463 -37.4710
H21 -3.1197 -10.3353 -33.7520
H22 -2.6113 -8.8652 -34.2605
C9 3.2189 -13.3813 -44.7123
O3 4.5980 -13.3459 -44.8140
C10 5.3317 -12.4912 -43.9594
C11 6.7464 -12.6241 -44.4434
C12 7.4262 -13.9393 -43.9943
N3 7.5330 -11.5054 -43.9296
H23 2.5716 -12.6142 -45.1375
H24 3.0360 -13.6330 -43.6677
H25 2.9616 -14.1834 -45.4041
H26 5.1341 -11.4735 -44.2961
H27 5.1410 -12.5808 -42.8900
H28 6.8563 -12.6133 -45.5278
H29 7.7698 -13.8726 -42.9620
H30 8.3301 -14.1333 -44.5718
H31 6.7285 -14.7765 -44.0152
H32 6.8989 -10.7194 -43.9169
H33 8.2363 -11.2486 -44.6075
C13 -8.1666 -15.9327 -30.5513
O4 -8.0060 -14.5538 -30.5344
C14 -6.6723 -14.1170 -30.1687
C15 -5.7650 -13.8772 -31.4562
C16 -5.6820 -14.9773 -32.5242
N4 -4.3638 -13.5683 -31.1147
H34 -9.1653 -16.2836 -30.8113
H35 -8.1203 -16.2558 -29.5114
H36 -7.4416 -16.5705 -31.0570
H37 -6.6593 -13.2530 -29.5043
H38 -6.1996 -14.7692 -29.4344
H39 -6.2260 -12.9609 -31.8249
H40 -5.4868 -15.9194 -32.0120
H41 -4.8303 -14.8335 -33.1890
H42 -6.5980 -15.0153 -33.1137
H43 -4.0565 -14.2716 -30.4583
H44 -3.8663 -13.8955 -31.9305
C17 2.3057 -15.9881 -37.8050
O5 1.4761 -15.0962 -38.6108
C18 0.1560 -15.5427 -38.3499
C19 -0.7695 -14.7452 -39.3721
C20 -2.2581 -14.8661 -39.0316
N5 -0.6605 -15.3431 -40.6572
H45 3.2810 -16.0050 -38.2915
H46 2.1645 -17.0689 -37.8086
H47 2.4171 -15.5141 -36.8298
H48 -0.1172 -16.5925 -38.4564
H49 -0.1111 -15.2519 -37.3340
H50 -0.4976 -13.6922 -39.4459
H51 -2.5338 -14.8971 -37.9775
H52 -2.6143 -15.8726 -39.2514
H53 -2.9432 -14.1409 -39.4707
H54 -1.0199 -16.2806 -40.5477
H55 0.3162 -15.3743 -40.9128
C21 7.1617 -21.0675 -37.4692
O6 7.9256 -22.1844 -37.0019
C22 9.2518 -21.8328 -36.6379
C23 9.9585 -22.9655 -35.8443
C24 8.9863 -23.9034 -35.1876
N6 10.8264 -22.4711 -34.8710
H56 7.5090 -20.5373 -38.3560
H57 7.0431 -20.2617 -36.7449
H58 6.1568 -21.4616 -37.6206
H59 9.8247 -21.6650 -37.5499
H60 9.2624 -20.8649 -36.1369
H61 10.5773 -23.5465 -36.5282
H62 8.1994 -24.2587 -35.8529
H63 8.3358 -23.5214 -34.4008
H64 9.4245 -24.8230 -34.7998
H65 11.2851 -21.7428 -35.3995
H66 11.5594 -23.1185 -34.6189
C25 -8.4116 -12.4055 -41.2304
O7 -7.9284 -11.2279 -41.7749
C26 -6.5069 -10.9827 -41.9595
C27 -5.9775 -11.9204 -43.0604
C28 -4.5059 -12.0773 -43.2271
N7 -6.6078 -11.6528 -44.3195
H67 -9.4723 -12.6051 -41.3820
H68 -8.2076 -12.2947 -40.1654
H69 -7.9238 -13.3489 -41.4760
H70 -6.2252 -9.9389 -42.0983
H71 -5.9637 -11.0708 -41.0186
H72 -6.4377 -12.8590 -42.7515
H73 -3.8076 -12.2098 -42.4006
H74 -4.0819 -11.1609 -43.6376
H75 -4.4265 -12.9098 -43.9262
H76 -6.1868 -10.8728 -44.8037
H77 -7.4268 -11.1387 -44.0279

Cartesian forces (eV/Å) of the 6 atoms listed first:
C 1.755 -0.821 -0.348
O -1.844 1.316 -0.249
C 1.049 -0.184 0.597
C -0.041 -1.214 1.221
C -0.712 0.028 0.386
N -1.232 0.545 -1.707

No. 2
Molecular formula: C28H77N7O7
Method: DFT, wB97M-V/def2-TZVPD

ΔE to the lowest compared entry with this formula, charge and spin = 153.2 kcal/mol
DFT total energy = -2022.62734 a.u.
SMILES string = COC[C@H](C)N.COC[C@H](C)N.COC[C@H](C)N.COC[C@H](C)N.COC[C@H](C)N.COC[C@H](C)N.COC[C@H](C)N
Gap between HOMO and LUMO = 9.417 eV
2S+1 = 1
Charge = 0

Element x y z (Å)
C1 -0.2161 -2.4302 -0.0975
O1 -1.5734 -2.7801 -0.0250
C2 -2.3671 -2.1276 0.9704
C3 -3.8152 -2.6715 0.9162
C4 -3.8969 -4.2362 1.0971
N1 -4.3817 -2.4305 -0.3409
H1 0.4969 -2.6899 0.6850
H2 -0.2062 -1.3495 -0.2395
H3 0.1664 -2.8714 -1.0179
H4 -1.9631 -2.2008 1.9801
H5 -2.4365 -1.0513 0.8123
H6 -4.4846 -2.1658 1.6121
H7 -3.2456 -4.7156 0.3663
H8 -4.8675 -4.7211 0.9933
H9 -3.5364 -4.3057 2.1235
H10 -4.0130 -1.5428 -0.6509
H11 -3.8531 -3.1618 -0.7945
C5 -8.5864 5.1286 -2.8997
O2 -8.8884 6.2991 -3.6749
C6 -8.1358 7.4253 -3.2441
C7 -8.2738 8.6644 -4.0704
C8 -8.1039 8.4539 -5.6005
N2 -7.2186 9.5407 -3.6301
H12 -8.2813 5.1568 -1.8536
H13 -7.8318 4.5216 -3.4000
H14 -9.4237 4.4308 -2.8985
H15 -8.4013 7.6275 -2.2064
H16 -7.0890 7.1344 -3.3324
H17 -9.3163 8.9177 -3.8775
H18 -9.1025 8.2644 -5.9944
H19 -7.4388 7.6692 -5.9609
H20 -7.6416 9.3433 -6.0289
H21 -7.1781 10.4714 -4.0202
H22 -7.2530 9.5311 -2.6207
C9 -5.2245 2.2542 6.6939
O3 -4.2610 2.8122 5.8527
C10 -2.8540 2.6337 6.1330
C11 -2.2931 3.7376 7.0761
C12 -2.3035 5.2279 6.7072
N3 -0.9614 3.3543 7.3572
H23 -4.9816 1.2090 6.8854
H24 -6.2517 2.3707 6.3483
H25 -5.3167 2.7749 7.6470
H26 -2.7103 1.6008 6.4504
H27 -2.3238 2.6621 5.1811
H28 -2.8841 3.6962 7.9910
H29 -2.0024 5.9931 7.4227
H30 -3.1091 5.7274 6.1690
H31 -1.5150 5.3057 5.9587
H32 -0.9748 2.4001 7.6882
H33 -0.4852 3.2780 6.4697
C13 -4.0958 -9.7794 -1.9103
O4 -2.7529 -9.5172 -1.8554
C14 -1.9569 -10.2170 -0.8861
C15 -0.6646 -9.4325 -0.7720
C16 0.5683 -10.3803 -0.6040
N4 -0.5802 -8.2948 0.2048
H34 -4.5760 -9.3498 -2.7895
H35 -4.6910 -9.4418 -1.0618
H36 -4.2874 -10.8521 -1.9375
H37 -2.4332 -10.3590 0.0840
H38 -1.8268 -11.2270 -1.2746
H39 -0.4711 -8.8183 -1.6515
H40 0.4225 -11.0518 0.2422
H41 1.5162 -9.8435 -0.5647
H42 0.6797 -11.1364 -1.3812
H43 -0.2990 -7.4889 -0.3351
H44 -1.5440 -8.1616 0.4758
C17 9.9894 0.8785 4.5738
O5 8.6263 0.8891 5.0442
C18 7.6260 1.4156 4.1885
C19 6.3273 1.5232 5.0056
C20 5.7113 0.1525 5.5324
N5 5.3306 2.2108 4.3015
H45 10.6427 0.4893 5.3547
H46 10.2993 1.8199 4.1202
H47 10.0173 0.1118 3.7995
H48 7.9616 2.3841 3.8177
H49 7.4106 0.6712 3.4219
H50 6.4585 2.1337 5.8991
H51 6.2141 -0.3745 6.3433
H52 5.7186 -0.6465 4.7911
H53 4.6578 0.1927 5.8091
H54 5.1807 3.1288 4.6951
H55 5.8050 2.4744 3.4497
C21 7.4694 -0.6711 -2.9844
O6 6.6402 -1.8306 -2.6987
C22 7.5262 -3.0144 -2.6642
C23 8.1779 -3.2750 -4.1069
C24 7.1126 -3.3577 -5.2054
N6 9.0751 -4.4449 -4.0514
H56 6.8625 0.1918 -2.7102
H57 7.9137 -0.5981 -3.9770
H58 8.3620 -0.5738 -2.3663
H59 8.3551 -2.8992 -1.9658
H60 6.9648 -3.8830 -2.3200
H61 8.8607 -2.4657 -4.3657
H62 6.3414 -4.0878 -4.9599
H63 7.5578 -3.6379 -6.1600
H64 6.7131 -2.3540 -5.3505
H65 9.8729 -4.2358 -4.6345
H66 9.4666 -4.1665 -3.1630
C25 -0.8977 1.8528 -5.2651
O7 -0.0747 2.9300 -5.0901
C26 0.8923 2.8563 -4.0528
C27 0.3665 3.3444 -2.6682
C28 -0.3947 4.6531 -2.4783
N7 1.5652 3.4930 -1.7859
H67 -0.5306 0.8380 -5.1123
H68 -1.2640 1.8024 -6.2904
H69 -1.6392 1.9718 -4.4750
H70 1.3030 1.8466 -4.0494
H71 1.8004 3.3979 -4.3178
H72 -0.2559 2.5514 -2.2538
H73 -0.9591 4.6558 -1.5458
H74 -1.0009 4.9388 -3.3380
H75 0.2613 5.5030 -2.2897
H76 1.3721 3.8082 -0.8460
H77 2.0087 2.5901 -1.6960

Cartesian forces (eV/Å) of the 6 atoms listed first:
C -0.098 1.015 -1.090
O -0.697 -0.581 1.065
C -0.250 -0.429 0.498
C -0.237 -1.365 1.233
C 0.709 1.495 1.079
N -0.175 -0.042 -1.850